w.
Density functional theory data (the ωB97M-V functional and the def2-TZVPD basis) for a 2-piece molecular cluster, CH5NO2 overall.

Calculated values
HOMO ... -10.310 eV
SMILES ... NC=O.O
M ... 63.1 g mol⁻¹
Multiplicity ... 1

Bonds (Å) are listed after each position.
CARTESIAN COORDINATES (ANGSTROEM)
1 N -2.06 0.58 0.33  C2 1.351, H4 1.023, H5 1.023
2 C -0.72 0.73 0.26  N1 1.351, O3 1.227, H6 1.117
3 O -0.10 1.48 1.01  C2 1.227
4 H -2.60 1.39 0.62  N1 1.023
5 H -2.45 -0.09 -0.34  N1 1.023
6 H -0.35 0.00 -0.50  C2 1.117
7 O 3.14 -1.24 -0.50  H8 0.984, H9 0.984
8 H 2.51 -1.49 -1.21  O7 0.984
9 H 2.63 -1.36 0.33  O7 0.984


x.
Density functional theory data (the ωB97M-V functional and the def2-TZVPD basis) for a 2-piece molecular cluster, CH5NO2 overall.

Calculated values
HOMO ... -9.309 eV
SMILES ... O=O.CN
M ... 63.1 g mol⁻¹
Multiplicity ... 1

Bonds (Å) are listed after each position.
CARTESIAN COORDINATES (ANGSTROEM)
1 O -3.19 -0.66 -0.03  O2 1.377
2 O -3.91 0.50 0.05  O1 1.377
3 C 1.55 0.26 -0.03  N4 1.485, H5 1.092, H6 1.099, H7 1.102
4 N 0.36 -0.61 0.15  C3 1.485, H8 1.027, H9 1.029
5 H 2.11 0.33 0.90  C3 1.092
6 H 2.22 -0.22 -0.76  C3 1.099
7 H 1.32 1.28 -0.38  C3 1.102
8 H -0.30 -0.23 0.84  N4 1.027
9 H -0.17 -0.65 -0.73  N4 1.029


y.
Density functional theory data (the ωB97M-V functional and the def2-TZVPD basis) for a 2-piece molecular cluster, CH5NO2 overall.

Calculated values
HOMO ... -9.955 eV
SMILES ... NC=O.O
M ... 63.1 g mol⁻¹
Multiplicity ... 1

Bonds (Å) are listed after each position.
CARTESIAN COORDINATES (ANGSTROEM)
1 N 1.06 -0.04 0.45  C2 1.321, H4 1.023, H5 1.023
2 C 0.30 0.18 1.51  N1 1.321, O3 1.261, H6 1.117
3 O -0.05 -0.80 2.21  C2 1.261
4 H 1.43 -0.97 0.22  N1 1.023
5 H 1.23 0.74 -0.19  N1 1.023
6 H -0.11 1.21 1.65  C2 1.117
7 O -1.18 0.26 -2.07  H8 0.984, H9 0.984
8 H -2.09 -0.13 -2.04  O7 0.984
9 H -0.59 -0.45 -1.73  O7 0.984


Quick look at relative energies in kcal/mol: w 1.5; x 147.2; y 0.0.


w.
Density functional theory data (the ωB97M-V functional and the def2-TZVPD basis) for a 15-piece molecular cluster, H30O15 overall.

Calculated values
HOMO ... -9.976 eV
M ... 270.2 g mol⁻¹
Multiplicity ... 1

Bonds (Å) are listed after each position.
CARTESIAN COORDINATES (ANGSTROEM)
1 O -1.96 2.50 0.52  H2 0.933, H3 0.953
2 H -1.85 3.14 1.19  O1 0.933
3 H -1.21 1.94 0.69  O1 0.953
4 O 0.08 0.58 0.00  H5 0.969, H6 0.963
5 H -0.01 0.73 -0.96  O4 0.969
6 H -0.52 -0.15 0.18  O4 0.963
7 O 1.45 3.21 0.56  H8 0.912, H9 0.939
8 H 1.31 2.33 0.39  O7 0.912
9 H 0.72 3.61 0.12  O7 0.939
10 O 2.30 0.40 1.65  H11 0.947, H12 0.982
11 H 1.57 0.92 1.96  O10 0.947
12 H 2.15 0.27 0.69  O10 0.982
13 O -1.81 -3.02 1.56  H14 0.962, H15 0.937
14 H -2.07 -3.88 1.22  O13 0.962
15 H -0.95 -2.80 1.25  O13 0.937
16 O 2.59 -0.51 -1.00  H17 0.949, H18 0.953
17 H 2.78 0.23 -1.56  O16 0.949
18 H 1.80 -0.97 -1.26  O16 0.953
19 O -2.08 -0.79 0.21  H20 0.931, H21 0.945
20 H -2.78 -0.22 0.44  O19 0.931
21 H -2.08 -1.49 0.84  O19 0.945
22 O -0.18 1.47 -2.54  H23 0.924, H24 0.981
23 H -1.08 1.42 -2.75  O22 0.924
24 H 0.22 2.20 -3.06  O22 0.981
25 O -1.87 -1.00 -2.68  H26 0.966, H27 0.929
26 H -2.37 -0.76 -3.47  O25 0.966
27 H -2.39 -0.83 -1.92  O25 0.929
28 O 0.97 -2.86 0.45  H29 0.981, H30 0.999
29 H 0.42 -2.66 -0.33  O28 0.981
30 H 1.64 -3.49 0.06  O28 0.999
31 O 0.64 -2.06 -2.24  H32 0.952, H33 0.911
32 H -0.04 -1.58 -2.70  O31 0.952
33 H 0.85 -2.67 -2.88  O31 0.911
34 O 1.63 0.13 -4.18  H35 0.949, H36 0.924
35 H 2.08 0.50 -4.94  O34 0.949
36 H 1.21 0.67 -3.56  O34 0.924
37 O 0.55 -1.24 2.85  H38 0.961, H39 0.933
38 H 1.18 -0.74 2.32  O37 0.961
39 H 0.80 -0.83 3.65  O37 0.933
40 O 0.31 1.71 2.65  H41 0.949, H42 0.914
41 H 0.32 2.65 2.66  O40 0.949
42 H 0.71 1.50 3.44  O40 0.914
43 O -2.01 0.66 3.34  H44 0.963, H45 0.977
44 H -1.26 1.00 2.85  O43 0.963
45 H -1.76 0.76 4.28  O43 0.977


x.
Density functional theory data (the ωB97M-V functional and the def2-TZVPD basis) for a 15-piece molecular cluster, H30O15 overall.

Calculated values
HOMO ... -9.564 eV
M ... 270.2 g mol⁻¹
Multiplicity ... 1

Bonds (Å) are listed after each position.
CARTESIAN COORDINATES (ANGSTROEM)
1 O -0.84 0.04 -0.53  H2 0.962, H3 0.961
2 H -0.73 -0.72 0.05  O1 0.962
3 H -0.61 0.91 -0.18  O1 0.961
4 O -2.56 -0.29 2.22  H5 0.927, H6 1.028
5 H -3.37 -0.06 2.60  O4 0.927
6 H -2.62 -0.94 1.42  O4 1.028
7 O 2.29 -1.12 -0.32  H8 0.961, H9 0.960
8 H 2.96 -1.04 -1.00  O7 0.961
9 H 2.09 -0.20 -0.13  O7 0.960
10 O 0.03 1.13 -2.87  H11 0.946, H12 0.948
11 H 0.62 0.58 -2.37  O10 0.946
12 H -0.25 1.86 -2.32  O10 0.948
13 O 1.84 2.24 -0.35  H14 0.961, H15 0.941
14 H 2.71 2.22 0.06  O13 0.961
15 H 2.03 2.84 -1.06  O13 0.941
16 O -0.85 3.36 -1.52  H17 0.994, H18 1.001
17 H -1.71 3.57 -1.06  O16 0.994
18 H -0.13 3.55 -0.85  O16 1.001
19 O -1.49 -3.39 -1.84  H20 0.958, H21 0.899
20 H -1.26 -4.07 -2.48  O19 0.958
21 H -0.77 -2.85 -1.82  O19 0.899
22 O 0.03 -1.03 3.56  H23 0.944, H24 0.949
23 H 0.02 -1.46 2.72  O22 0.944
24 H 0.72 -1.45 4.06  O22 0.949
25 O 1.45 0.66 1.97  H26 0.987, H27 0.926
26 H 1.00 0.08 2.63  O25 0.987
27 H 1.70 1.50 2.25  O25 0.926
28 O 1.33 -4.03 -0.60  H29 0.969, H30 0.955
29 H 0.84 -3.25 -0.29  O28 0.969
30 H 0.74 -4.68 -0.98  O28 0.955
31 O 0.24 -2.18 0.85  H32 0.953, H33 0.924
32 H 1.02 -1.64 0.73  O31 0.953
33 H 0.32 -2.90 1.43  O31 0.924
34 O 0.68 -1.84 -2.47  H35 0.939, H36 0.953
35 H 1.35 -1.88 -3.12  O34 0.939
36 H 1.11 -1.45 -1.72  O34 0.953
37 O 0.44 4.34 0.88  H38 0.973, H39 0.936
38 H -0.11 3.56 1.07  O37 0.973
39 H 1.31 4.04 1.03  O37 0.936
40 O -3.14 0.13 -1.91  H41 0.972, H42 1.006
41 H -3.74 0.85 -1.65  O40 0.972
42 H -2.41 0.06 -1.23  O40 1.006
43 O -0.86 1.94 1.48  H44 0.988, H45 0.931
44 H 0.03 1.61 1.73  O43 0.988
45 H -1.46 1.42 1.97  O43 0.931


y.
Density functional theory data (the ωB97M-V functional and the def2-TZVPD basis) for a 15-piece molecular cluster, H30O15 overall.

Calculated values
HOMO ... -10.205 eV
M ... 270.2 g mol⁻¹
Multiplicity ... 1

Bonds (Å) are listed after each position.
CARTESIAN COORDINATES (ANGSTROEM)
1 H 0.89 1.20 -0.03  O31 0.932
2 H -0.50 0.57 -0.18  O31 1.030
3 H -4.48 -0.03 0.11  O32 0.975
4 H -3.08 -0.04 0.42  O32 0.898
5 H 2.84 -2.00 -0.80  O33 0.965
6 H 1.91 -2.70 0.22  O33 0.930
7 H 0.35 -1.79 -0.65  O34 0.927
8 H 0.04 -3.26 -0.46  O34 0.951
9 H 0.70 -3.21 -3.74  O35 1.005
10 H -0.14 -2.89 -2.54  O35 0.962
11 H 5.66 0.76 0.41  O36 0.973
12 H 4.43 0.06 1.13  O36 0.995
13 H -0.61 -1.41 4.46  O37 0.978
14 H 0.08 -0.96 3.12  O37 0.902
15 H -4.84 -0.32 -1.52  O38 0.958
16 H -3.83 0.35 -2.44  O38 0.941
17 H -1.66 2.77 -1.55  O39 1.036
18 H -1.47 3.21 -0.15  O39 0.945
19 H 1.66 3.47 -0.37  O40 1.018
20 H 1.53 4.93 -0.98  O40 0.957
21 H 3.01 -0.57 4.14  O41 0.975
22 H 2.45 -0.19 2.78  O41 1.031
23 H 3.68 1.21 -1.73  O42 0.994
24 H 4.14 -0.33 -1.68  O42 0.952
25 H -3.37 3.91 0.40  O43 0.985
26 H -2.29 4.45 1.46  O43 0.916
27 H -2.31 -2.57 1.93  O44 0.970
28 H -2.26 -4.05 1.72  O44 0.930
29 H -0.52 -0.83 -1.74  O45 0.902
30 H -1.58 -0.75 -2.84  O45 0.966
31 O 0.32 0.91 -0.70  H1 0.932, H2 1.030
32 O -3.86 -0.16 0.85  H3 0.975, H4 0.898
33 O 1.93 -2.15 -0.53  H5 0.965, H6 0.930
34 O -0.11 -2.39 -0.12  H7 0.927, H8 0.951
35 O 0.58 -3.48 -2.78  H9 1.005, H10 0.962
36 O 4.96 0.89 1.07  H11 0.973, H12 0.995
37 O -0.59 -1.44 3.48  H13 0.978, H14 0.902
38 O -3.95 0.02 -1.56  H15 0.958, H16 0.941
39 O -0.91 3.08 -0.90  H17 1.036, H18 0.945
40 O 1.03 4.26 -0.52  H19 1.018, H20 0.957
41 O 2.92 0.23 3.59  H21 0.975, H22 1.031
42 O 4.40 0.55 -1.93  H23 0.994, H24 0.952
43 O -3.18 4.34 1.27  H25 0.985, H26 0.916
44 O -2.84 -3.38 2.02  H27 0.970, H28 0.930
45 O -1.11 -0.27 -2.15  H29 0.902, H30 0.966


Quick look at relative energies in kcal/mol: w 0.0; x 9.3; y 108.2.


w.
Density functional theory data (the ωB97M-V functional and the def2-TZVPD basis) for a 15-piece molecular cluster, H30O15 overall.

Calculated values
HOMO ... -9.942 eV
M ... 270.2 g mol⁻¹
Multiplicity ... 1

Bonds (Å) are listed after each position.
CARTESIAN COORDINATES (ANGSTROEM)
1 O -2.99 -1.56 1.40  H2 0.834, H3 0.984
2 H -3.80 -1.49 1.21  O1 0.834
3 H -2.49 -2.40 1.27  O1 0.984
4 O 1.31 1.20 -1.18  H5 0.940, H6 0.990
5 H 0.51 1.66 -1.38  O4 0.940
6 H 1.15 0.26 -1.45  O4 0.990
7 O 0.45 -1.35 -1.06  H8 1.007, H9 0.853
8 H -0.24 -1.18 -1.77  O7 1.007
9 H 0.33 -1.66 -0.28  O7 0.853
10 O -1.05 0.73 -2.30  H11 1.034, H12 0.910
11 H -1.48 0.66 -1.36  O10 1.034
12 H -0.76 1.59 -2.33  O10 0.910
13 O 3.57 2.12 -2.80  H14 1.091, H15 0.901
14 H 4.28 1.33 -2.56  O13 1.091
15 H 2.83 1.64 -2.97  O13 0.901
16 O -1.61 0.47 0.14  H17 0.877, H18 0.979
17 H -2.23 -0.15 0.22  O16 0.877
18 H -1.11 0.70 0.95  O16 0.979
19 O -0.50 0.90 4.34  H20 0.951, H21 0.807
20 H 0.20 0.27 4.48  O19 0.951
21 H -1.06 0.59 4.83  O19 0.807
22 O 1.81 0.06 3.87  H23 0.916, H24 0.981
23 H 2.32 -0.40 4.47  O22 0.916
24 H 2.48 0.15 3.16  O22 0.981
25 O -2.18 -2.82 -3.14  H26 0.983, H27 0.995
26 H -2.15 -3.61 -2.55  O25 0.983
27 H -3.10 -2.59 -2.84  O25 0.995
28 O 0.69 1.48 2.10  H29 1.047, H30 0.954
29 H 0.77 0.94 1.21  O28 1.047
30 H 0.51 1.02 2.92  O28 0.954
31 O -0.96 3.23 0.54  H32 0.944, H33 1.061
32 H -0.36 3.96 0.50  O31 0.944
33 H -0.68 2.98 1.53  O31 1.061
34 O -2.95 -0.55 -2.90  H35 0.895, H36 0.976
35 H -2.24 -0.41 -2.37  O34 0.895
36 H -2.64 -0.40 -3.81  O34 0.976
37 O -0.23 -2.56 2.11  H38 0.981, H39 1.000
38 H 0.30 -2.64 2.93  O37 0.981
39 H -1.00 -3.20 2.24  O37 1.000
40 O 3.37 -0.09 1.68  H41 0.955, H42 0.904
41 H 3.50 0.71 1.17  O40 0.955
42 H 3.56 -0.85 1.22  O40 0.904
43 O 1.19 0.77 -3.93  H44 0.982, H45 0.978
44 H 1.88 0.53 -3.28  O43 0.982
45 H 0.80 -0.08 -4.23  O43 0.978


x.
Density functional theory data (the ωB97M-V functional and the def2-TZVPD basis) for a 15-piece molecular cluster, H30O15 overall.

Calculated values
HOMO ... -10.149 eV
M ... 270.2 g mol⁻¹
Multiplicity ... 1

Bonds (Å) are listed after each position.
CARTESIAN COORDINATES (ANGSTROEM)
1 H -0.39 -0.26 -0.43  O31 0.963
2 H 1.09 -0.06 -0.68  O31 0.957
3 H 3.60 -0.62 0.05  O32 1.017
4 H 2.70 -0.14 -1.04  O32 0.939
5 H -1.77 -2.87 0.82  O33 0.960
6 H -1.18 -1.64 0.13  O33 0.970
7 H -0.87 2.45 -2.42  O34 1.001
8 H 0.20 1.81 -3.26  O34 0.920
9 H -2.72 1.87 -2.03  O35 0.903
10 H -2.72 1.36 -3.40  O35 0.937
11 H -0.62 3.70 1.83  O36 0.993
12 H -0.53 2.66 0.63  O36 0.942
13 H 3.28 2.39 -2.35  O37 0.972
14 H 2.00 2.34 -1.68  O37 1.010
15 H 5.19 -0.73 0.85  O38 0.949
16 H 6.56 -0.13 1.47  O38 1.030
17 H -2.62 2.11 3.49  O39 0.905
18 H -2.29 2.62 2.23  O39 0.964
19 H 0.68 -1.31 -2.70  O40 1.030
20 H 0.46 -0.39 -4.03  O40 0.966
21 H -1.82 -0.46 -1.72  O41 0.932
22 H -3.32 -0.41 -1.27  O41 1.018
23 H -1.75 0.04 3.19  O42 0.977
24 H -0.50 -0.70 2.94  O42 1.027
25 H 0.40 -2.69 0.85  O43 1.016
26 H 1.45 -2.30 -0.29  O43 0.945
27 H -4.48 -3.02 0.47  O44 0.916
28 H -4.87 -2.09 -0.50  O44 0.965
29 H 2.71 -2.00 3.45  O45 0.944
30 H 1.71 -0.91 3.71  O45 1.014
31 O 0.31 0.39 -0.36  H1 0.963, H2 0.957
32 O 2.90 -0.96 -0.62  H3 1.017, H4 0.939
33 O -1.33 -2.04 1.00  H5 0.960, H6 0.970
34 O -0.24 1.68 -2.46  H7 1.001, H8 0.920
35 O -3.25 1.45 -2.63  H9 0.903, H10 0.937
36 O -0.84 2.79 1.51  H11 0.993, H12 0.942
37 O 2.93 2.68 -1.49  H13 0.972, H14 1.010
38 O 5.71 -0.68 1.65  H15 0.949, H16 1.030
39 O -1.95 2.61 3.14  H17 0.905, H18 0.964
40 O 0.12 -1.15 -3.55  H19 1.030, H20 0.966
41 O -2.59 -0.99 -1.68  H21 0.932, H22 1.018
42 O -1.04 -0.35 3.73  H23 0.977, H24 1.027
43 O 1.28 -2.23 0.63  H25 1.016, H26 0.945
44 O -4.14 -2.69 -0.32  H27 0.916, H28 0.965
45 O 2.53 -1.12 3.15  H29 0.944, H30 1.014


y.
Density functional theory data (the ωB97M-V functional and the def2-TZVPD basis) for a 15-piece molecular cluster, H30O15 overall.

Calculated values
HOMO ... -9.194 eV
M ... 270.2 g mol⁻¹
Multiplicity ... 1

Bonds (Å) are listed after each position.
CARTESIAN COORDINATES (ANGSTROEM)
1 H -0.07 -0.22 -0.26  O31 0.964
2 H 0.97 0.38 0.68  O31 0.964
3 H 4.62 -0.35 -1.72  O32 0.964
4 H 4.99 0.91 -2.49  O32 0.964
5 H -3.84 0.38 -1.24  O33 0.964
6 H -4.15 1.60 -0.38  O33 0.964
7 H 2.99 -2.87 3.21  O34 0.964
8 H 1.61 -2.43 3.68  O34 0.964
9 H -4.16 0.49 1.36  O35 0.964
10 H -5.13 -0.07 2.39  O35 0.964
11 H 3.11 2.04 2.39  O36 0.964
12 H 2.87 0.88 3.34  O36 0.964
13 H -1.35 -3.64 0.94  O37 0.964
14 H -0.64 -4.02 2.23  O37 0.964
15 H 4.23 -2.03 -0.08  O38 0.964
16 H 3.76 -2.53 -1.44  O38 0.964
17 H 2.00 5.53 -0.53  O39 0.964
18 H 1.23 4.28 -0.11  O39 0.964
19 H -1.04 1.62 -1.61  O40 0.964
20 H -1.03 2.13 -3.04  O40 0.964
21 H -2.31 -1.32 -2.90  O41 0.964
22 H -1.55 -2.37 -3.69  O41 0.964
23 H -5.20 -0.86 -0.38  O42 0.964
24 H -4.02 -1.69 0.12  O42 0.964
25 H -2.36 2.36 3.95  O43 0.964
26 H -1.03 1.92 3.36  O43 0.964
27 H 2.44 -4.04 -2.24  O44 0.964
28 H 1.15 -3.48 -1.67  O44 0.964
29 H 2.74 3.85 -1.96  O45 0.964
30 H 1.27 3.47 -1.85  O45 0.964
31 O 0.02 0.19 0.61  H1 0.964, H2 0.964
32 O 4.26 0.50 -2.00  H3 0.964, H4 0.964
33 O -4.53 1.03 -1.05  H5 0.964, H6 0.964
34 O 2.47 -2.72 4.01  H7 0.964, H8 0.964
35 O -4.78 -0.23 1.51  H9 0.964, H10 0.964
36 O 2.52 1.74 3.08  H11 0.964, H12 0.964
37 O -0.89 -4.37 1.36  H13 0.964, H14 0.964
38 O 3.48 -2.45 -0.52  H15 0.964, H16 0.964
39 O 1.10 5.19 -0.42  H17 0.964, H18 0.964
40 O -1.59 1.68 -2.40  H19 0.964, H20 0.964
41 O -2.35 -1.85 -3.71  H21 0.964, H22 0.964
42 O -4.27 -0.79 -0.14  H23 0.964, H24 0.964
43 O -1.41 2.50 4.03  H25 0.964, H26 0.964
44 O 1.72 -3.43 -2.44  H27 0.964, H28 0.964
45 O 2.14 3.09 -1.99  H29 0.964, H30 0.964


z.
Density functional theory data (the ωB97M-V functional and the def2-TZVPD basis) for a 15-piece molecular cluster, H30O15 overall.

Calculated values
HOMO ... -10.908 eV
M ... 270.2 g mol⁻¹
Multiplicity ... 1

Bonds (Å) are listed after each position.
CARTESIAN COORDINATES (ANGSTROEM)
1 H 0.46 -0.16 -0.31  O31 0.897
2 H -0.46 -1.24 -0.03  O31 1.001
3 H 0.24 1.45 -4.44  O32 1.028
4 H 1.48 1.20 -3.60  O32 0.955
5 H -1.13 2.40 -0.18  O33 0.924
6 H -0.83 2.96 1.23  O33 0.961
7 H -2.16 -3.02 4.58  O34 0.964
8 H -1.49 -2.06 3.63  O34 0.944
9 H 1.55 -0.38 1.06  O35 0.932
10 H 0.34 -1.07 1.59  O35 1.016
11 H -1.37 -5.23 0.52  O36 0.982
12 H -0.32 -4.82 1.36  O36 0.896
13 H -2.44 2.31 -2.20  O37 0.944
14 H -2.09 2.40 -3.64  O37 0.906
15 H -3.37 0.78 4.05  O38 1.018
16 H -2.71 -0.71 3.88  O38 0.972
17 H 2.64 3.19 -1.49  O39 1.018
18 H 2.01 3.04 -2.86  O39 0.943
19 H -2.69 0.31 0.49  O40 0.933
20 H -2.59 0.69 1.86  O40 1.000
21 H 0.76 -4.86 -2.68  O41 0.894
22 H -0.60 -5.16 -1.97  O41 0.998
23 H 3.33 2.22 1.64  O42 0.981
24 H 4.26 1.40 2.41  O42 1.034
25 H 1.14 -2.61 -1.42  O43 0.957
26 H 2.43 -2.41 -2.20  O43 0.981
27 H -1.01 -0.65 -2.75  O44 0.998
28 H -1.49 0.06 -1.53  O44 0.916
29 H 1.95 4.02 0.41  O45 1.000
30 H 2.14 5.18 -0.62  O45 0.982
31 O -0.27 -0.28 0.19  H1 0.897, H2 1.001
32 O 1.26 1.32 -4.52  H3 1.028, H4 0.955
33 O -0.64 3.02 0.29  H5 0.924, H6 0.961
34 O -1.42 -2.41 4.51  H7 0.964, H8 0.944
35 O 1.35 -1.12 1.59  H9 0.932, H10 1.016
36 O -1.17 -5.09 1.47  H11 0.982, H12 0.896
37 O -1.76 2.17 -2.83  H13 0.944, H14 0.906
38 O -3.54 -0.20 3.80  H15 1.018, H16 0.972
39 O 2.80 3.38 -2.48  H17 1.018, H18 0.943
40 O -3.24 0.73 1.11  H19 0.933, H20 1.000
41 O 0.25 -5.51 -2.36  H21 0.894, H22 0.998
42 O 3.42 1.98 2.59  H23 0.981, H24 1.034
43 O 2.08 -2.72 -1.33  H25 0.957, H26 0.981
44 O -0.70 -0.18 -1.93  H27 0.998, H28 0.916
45 O 1.82 5.01 0.29  H29 1.000, H30 0.982


Quick look at relative energies in kcal/mol: w 30.7; x 12.7; y 5.1; z 0.0.